No. 1
DFT (ωB97M-V/def2-TZVPD) results for an isolated ion of composition C7H11N5 and charge +2.

Element x y z (Å)
C (-2.678631, 1.286583, -0.080264)
C (-1.597346, 0.588934, -0.670421)
C (-1.410760, -0.619212, 0.226012)
C (0.533387, -2.100813, -0.316793)
C (1.474416, 0.074969, -0.583796)
C (-1.104634, 0.943337, -1.923927)
C (2.876976, 0.536708, 1.299761)
N (-2.231842, -0.484390, 1.192804)
N (-3.036331, 0.564276, 0.997532)
N (-0.662807, -1.774863, 0.204133)
N (1.511418, -1.246477, -0.548989)
N (2.050532, 0.903702, 0.169353)
H (-3.126316, 2.161526, -0.355122)
H (0.573142, -3.160129, -0.532894)
H (-0.228017, 0.663335, -2.422140)
H (-1.622040, 1.829662, -2.328593)
H (3.754513, 0.218698, 0.703102)
H (2.464994, -0.302351, 1.687450)
H (3.127028, 1.407665, 1.968228)
H (-3.749480, 0.725946, 1.629480)
H (-1.262379, -2.343859, 0.773653)
H (2.337553, -1.714089, -1.031554)
H (2.006632, 1.840845, -0.057004)

Atoms 1-6, force components in eV/Å:
C 0.1 -3.3 2.3
C 1.2 -1.3 -2.0
C 0.6 3.3 -1.3
C -0.5 0.0 0.4
C -1.8 3.9 -2.5
C -1.9 1.8 2.6

Total charge   +2
DFT total energy   -14866.193 eV
HOMO energy (alpha / beta)   -0.589 / -0.588 Eh
Energy above the lowest of the compared OMol25 structures with the same formula, charge and spin   106.5 kcal per mole
Orbital gap (alpha / beta)   6.641 / 6.638 eV



No. 2
DFT (ωB97M-V/def2-TZVPD) results for one molecule with the formula C7H11NO.

Element x y z (Å)
C (-0.615202, 1.674796, -0.061006)
C (1.769458, -0.114081, 0.273288)
C (0.249196, 0.345712, 0.239690)
C (0.157645, 2.916185, -0.010101)
C (-0.025431, -2.176734, 0.303902)
C (-1.977139, -0.749085, -0.398677)
C (-0.455023, -0.878936, -0.404040)
N (2.884212, -0.147240, -0.047671)
O (4.041936, -0.372652, -0.210620)
H (-0.046204, 0.350693, 1.307948)
H (-0.355547, 3.706557, -0.558168)
H (1.212342, 2.859784, -0.286083)
H (0.104217, 3.196434, 1.047170)
H (-0.868913, -2.854642, 0.405688)
H (0.365751, -1.980159, 1.300311)
H (0.750871, -2.688318, -0.257382)
H (-2.350325, -0.608162, 0.612169)
H (-2.419653, -1.654986, -0.806640)
H (-2.295543, 0.094731, -1.001008)
H (-0.126645, -0.919890, -1.448776)

Atoms 1-6, force components in eV/Å:
C 2.6 -1.6 0.4
C -2.1 2.6 -0.6
C -0.7 -0.2 -0.1
C 0.2 0.0 -0.5
C 0.0 0.1 -0.2
C 0.2 0.0 -0.3

DFT total energy   -10967.863 eV
HOMO energy   -0.332 Eh
Energy above the lowest of the compared OMol25 structures with the same formula, charge and spin   170.9 kcal per mole
Orbital gap   8.502 eV



No. 3
DFT (ωB97M-V/def2-TZVPD) results for one molecule with the formula C7H11NO.

Element x y z (Å)
C (-2.579108, -0.547047, -0.254971)
C (-1.493700, 0.138837, 0.603652)
O (-1.649805, 0.508600, 1.782231)
C (-0.088966, -0.052593, 0.220783)
C (0.350084, -0.418257, -1.256427)
N (1.321411, 0.659270, -1.502109)
C (2.089337, 0.727686, -0.261866)
C (1.070551, 0.702653, 0.832096)
C (0.717353, -0.591155, 1.448467)
H (-2.863560, -0.046641, -1.282016)
H (-2.264582, -1.604080, -0.534035)
H (-3.552596, -0.700258, 0.355646)
H (-0.476014, -0.316867, -1.898619)
H (0.750119, -1.371362, -1.621732)
H (0.687418, 1.556819, -1.670477)
H (2.929513, -0.026609, 0.060994)
H (2.473961, 1.727846, -0.208640)
H (1.149647, 1.611907, 1.519858)
H (0.121054, -0.448604, 2.348921)
H (1.307883, -1.510146, 1.318244)

Atoms 1-6, force components in eV/Å:
C -1.9 -0.3 -0.7
C -0.1 -0.9 2.5
O -1.4 0.1 -2.5
C 0.4 -1.2 -0.4
C 0.4 1.2 1.1
N -0.8 0.5 -1.8

DFT total energy   -10972.063 eV
HOMO energy   -0.332 Eh
Energy above the lowest of the compared OMol25 structures with the same formula, charge and spin   74.1 kcal per mole
Orbital gap   9.819 eV



No. 4
DFT (ωB97M-V/def2-TZVPD) results for a 2-piece molecular cluster, C7H11NO overall.

Element x y z (Å)
C (2.452749, 2.687794, -2.379135)
C (1.636985, 1.955668, -1.409999)
C (0.997634, 1.304700, -0.611741)
C (0.211764, 0.512000, 0.345351)
C (-0.844569, 1.375479, 1.047300)
C (-0.415779, -0.698979, -0.373471)
C (-1.198725, -1.575773, 0.569112)
N (-0.629464, -2.303509, 1.519947)
H (2.221943, 2.365728, -3.404161)
H (2.263784, 3.768134, -2.308491)
H (3.523029, 2.513931, -2.200206)
H (0.912975, 0.136685, 1.109337)
H (-1.277263, 0.839875, 1.903463)
H (-0.396243, 2.302154, 1.428049)
H (-1.648519, 1.642930, 0.346956)
H (-1.109369, -0.359204, -1.153819)
H (0.379760, -1.296013, -0.843797)
O (-2.131760, -2.332984, 0.100361)
H (-0.006589, -1.778771, 2.123551)
H (-1.630133, -3.185697, 1.173713)

Atoms 1-6, force components in eV/Å:
C 0.1 0.2 -0.1
C -0.5 -0.8 0.8
C 0.6 0.7 -0.8
C 0.2 0.1 -0.1
C -0.1 0.1 0.1
C -0.6 1.6 0.4

DFT total energy   -10971.278 eV
HOMO energy   -0.355 Eh
Energy above the lowest of the compared OMol25 structures with the same formula, charge and spin   92.2 kcal per mole
Orbital gap   10.282 eV



No. 5
DFT (ωB97M-V/def2-TZVPD) results for one molecule with the formula C7H11NO2.

Element x y z (Å)
C (-0.648360, 0.462375, 0.390196)
C (-2.627480, -0.540056, 0.435664)
C (-2.768395, 0.843549, -0.103990)
C (1.200485, 1.780088, -0.636721)
C (0.761373, 0.902124, 0.381161)
C (2.072396, -1.073883, -0.299181)
C (1.787268, -0.106415, 0.869550)
N (-1.178906, -0.631843, 0.771720)
O (-1.454891, 1.422837, -0.219141)
O (0.832794, 2.276997, 0.683709)
H (-3.120801, -0.822564, 1.356086)
H (-2.898085, -1.104930, -0.442152)
H (-3.262816, 0.647415, -0.997619)
H (-3.342491, 1.616814, 0.446287)
H (2.167106, 1.922126, -1.007905)
H (0.534602, 2.042807, -1.381054)
H (1.194433, -1.387355, -0.715850)
H (2.342428, -1.978111, 0.244460)
H (2.890383, -0.776706, -1.017763)
H (2.740541, 0.222694, 1.212483)
H (1.302801, -0.704339, 1.661606)

Atoms 1-6, force components in eV/Å:
C 5.5 8.7 -2.8
C 2.6 0.3 1.2
C -0.4 2.4 1.6
C -0.4 1.6 0.1
C -0.3 -2.3 1.1
C 2.6 0.0 1.9

DFT total energy   -13014.904 eV
HOMO energy (alpha / beta)   -0.189 / -0.355 Eh
Energy above the lowest of the compared OMol25 structures with the same formula, charge and spin   36.5 kcal per mole
2S+1   3
⟨S²⟩   2.008
Orbital gap (alpha / beta)   5.954 / 7.149 eV



No. 6
DFT (ωB97M-V/def2-TZVPD) results for a 2-piece molecular cluster, C7H11NO3 overall.

Element x y z (Å)
C (0.629212, -2.005853, 1.230938)
C (0.327391, -0.828373, 1.185773)
C (3.001459, 0.645356, 0.140990)
C (-2.175692, 1.345606, 0.743159)
C (0.147139, 0.452373, 0.697619)
C (1.915955, 0.313237, -0.791802)
C (-1.069066, 0.755647, -0.145730)
N (1.842279, -0.990452, -1.257555)
O (3.800090, -0.390771, 0.476334)
O (3.180659, 1.745543, 0.598535)
O (-1.514571, -0.375351, -0.865184)
H (0.802034, -2.984345, 1.571185)
H (-2.428154, 0.661754, 1.553784)
H (-3.065666, 1.529266, 0.146606)
H (-1.837537, 2.286008, 1.172413)
H (0.538119, 1.276383, 1.275344)
H (1.551841, 1.107209, -1.422911)
H (-0.816011, 1.496972, -0.913237)
H (1.117284, -1.099621, -1.956826)
H (1.645587, -1.660662, -0.490221)
H (3.603102, -1.159402, -0.080738)
H (-1.773084, -1.051524, -0.226217)

Atoms 1-6, force components in eV/Å:
C -0.1 0.4 0.3
C 0.1 -0.5 -0.3
C 0.5 0.3 0.3
C 0.2 -0.1 -0.3
C 1.8 0.7 -1.4
C -2.3 -0.9 1.0

DFT total energy   -15066.623 eV
HOMO energy (alpha / beta)   -0.304 / -0.304 Eh
Energy above the lowest of the compared OMol25 structures with the same formula, charge and spin   92.7 kcal per mole
Orbital gap (alpha / beta)   8.002 / 8.000 eV